No. 1
Below is a 2-piece molecular cluster, C4H11NO2 overall, with properties calculated with wB97M-V/def2-TZVPD.

The geometry in XYZ format:
```
18
Properties=species:S:1:pos:R:3:nbo_charge:R:1
C -0.358 0.878 -1.921 -0.7386
C -0.276 -0.354 -0.773 0.7076
N -0.757 0.016 0.510 -0.4647
C -0.700 -1.129 1.527 -0.4019
C -1.462 1.284 0.725 -0.4096
O 0.280 -1.381 -1.093 -0.6287
H -1.440 1.060 -2.354 0.2258
H 0.258 0.593 -2.841 0.2405
H 0.038 1.813 -1.459 0.2119
H -0.134 -1.926 1.141 0.2384
H -0.383 -0.706 2.453 0.2013
H -1.829 -1.485 1.588 0.1843
H -2.318 1.165 0.079 0.2025
H -0.782 2.124 0.344 0.2117
H -1.787 1.356 1.773 0.2189
H 3.803 -1.801 0.436 0.4654
H 3.545 -0.561 -0.312 0.4669
O 4.303 -0.946 0.177 -0.9316
```

Computed properties:
* lowest unoccupied orbital energy: 0.62 eV
* structure (SMILES): CC(=O)N(C)C.O
* energy relative to the best compared isomer or geometry (same formula, charge and spin): 184.34 kJ/mol
* HOMO energy: -9.30 eV

---

No. 2
Below is C22H28HfN6O2Sb as an isolated structure, with properties calculated with wB97M-V/def2-TZVPD.

The geometry in XYZ format:
```
60
Properties=species:S:1:pos:R:3:nbo_charge:R:1
Hf 0.154 -0.017 0.310 2.3734
C 0.683 -3.382 1.234 -0.6502
C -0.683 -2.882 1.587 0.2763
C -1.618 -3.761 2.126 -0.2110
C -2.900 -3.326 2.377 -0.0579
C -3.242 -2.008 2.068 -0.2531
C -2.282 -1.161 1.562 -0.0705
N -1.010 -1.596 1.354 -0.6925
Sb -3.054 0.831 1.144 1.2481
C -1.482 1.870 2.182 -0.1144
C -1.796 2.734 3.211 -0.2337
C -0.800 3.557 3.738 -0.0761
C 0.460 3.535 3.175 -0.2131
C 0.728 2.655 2.132 0.2579
C 2.041 2.706 1.414 -0.6554
N -0.214 1.798 1.694 -0.6773
C -2.168 1.387 -0.775 -0.0742
C -3.106 1.823 -1.685 -0.2424
C -2.675 2.381 -2.890 -0.0723
C -1.325 2.499 -3.135 -0.2126
C -0.411 2.026 -2.196 0.2754
C 1.058 2.129 -2.451 -0.6475
N -0.840 1.474 -1.048 -0.6787
H 0.600 -4.346 0.733 0.2813
H 1.289 -3.542 2.129 0.2609
H 1.220 -2.720 0.551 0.2031
H -1.328 -4.786 2.318 0.2641
H -3.640 -4.003 2.784 0.2693
H -4.258 -1.668 2.223 0.2595
H -2.806 2.792 3.595 0.2590
H -1.025 4.234 4.553 0.2684
H 1.233 4.210 3.518 0.2637
H 2.144 3.668 0.909 0.2850
H 2.151 1.944 0.632 0.2014
H 2.891 2.614 2.093 0.2656
H -4.166 1.753 -1.474 0.2563
H -3.396 2.731 -3.617 0.2667
H -0.963 2.953 -4.047 0.2616
H 1.319 3.154 -2.718 0.2781
H 1.351 1.495 -3.289 0.2540
H 1.660 1.856 -1.582 0.2074
C 3.043 -1.900 -2.655 -0.7264
C 1.865 -1.399 -1.897 0.3801
N 1.976 -0.644 -0.830 -0.4004
O 3.228 -0.270 -0.353 -0.5366
C 0.507 -1.743 -2.305 0.0914
C 0.116 -2.540 -3.498 -0.6802
N -0.335 -1.243 -1.440 -0.2011
O -1.596 -1.345 -1.424 -0.4337
H 3.874 -2.168 -2.001 0.2616
H 3.383 -1.135 -3.362 0.2839
H 2.774 -2.777 -3.237 0.2859
H 3.886 -0.334 -1.068 0.5039
H 0.737 -2.301 -4.360 0.2514
H -0.923 -2.323 -3.742 0.2738
H 0.196 -3.613 -3.310 0.2620
N 1.685 -0.416 2.041 -1.1208
H 1.199 -0.436 2.938 0.4305
H 2.423 0.280 2.121 0.4378
H 2.172 -1.306 1.946 0.4336
```

Computed properties:
* lowest unoccupied orbital energy: -10.06 eV
* charge: +3
* energy relative to the best compared isomer or geometry (same formula, charge and spin): 33.04 kJ/mol
* HOMO energy: -17.25 eV

---

No. 3
Below is C59H99BClFIN11O6 as an isolated structure, with properties calculated with wB97M-V/def2-TZVPD.

The geometry in XYZ format:
```
179
Properties=species:S:1:pos:R:3:lowdin_charge:R:1
C 5.567 1.204 2.848 -0.0141
C 6.481 0.121 2.094 -0.3983
O 7.235 -0.620 2.792 -0.0179
N 6.438 -0.039 0.613 0.0223
C 5.156 -0.753 0.231 -0.2108
C 4.581 -0.164 -1.153 -0.1744
C 3.562 1.016 -0.789 -0.1883
C 2.004 0.516 -0.664 -0.1078
C 1.126 1.626 -1.414 -0.3051
C 1.216 1.266 -3.008 -0.0580
C 0.222 0.036 -3.393 -0.1469
O 0.494 -1.185 -3.166 -0.0446
O -0.278 1.636 -1.103 -0.1301
C -0.522 1.841 0.343 -0.1104
B -1.214 0.424 0.833 -0.4750
O -2.243 -0.258 0.111 0.1198
O -0.707 -0.184 2.056 0.0851
C -1.606 3.088 0.386 -0.4072
N -1.954 3.208 1.822 0.1216
C -0.675 4.347 -0.097 -0.0744
C -0.646 5.581 0.924 -0.3268
C 0.350 5.351 2.200 -0.0532
F -1.929 6.095 1.318 -0.1188
O -2.606 2.678 -0.528 -0.1580
C -3.833 3.338 -0.623 -1.0492
Cl -4.728 2.403 -1.991 0.5614
I -3.866 5.400 -1.352 0.9352
C -4.869 3.272 0.603 -0.2506
C -5.526 1.840 0.872 -0.1922
C -4.848 0.699 1.716 -0.0140
C -5.545 -0.685 1.974 -0.0140
C -6.969 -1.027 1.402 -0.1853
C -7.630 -2.448 1.707 -0.1354
C -7.645 0.103 0.564 -0.0332
C -6.961 1.474 0.333 -0.0483
H 5.356 0.815 3.906 0.0821
H 4.547 1.326 2.319 0.0681
H 6.131 2.204 2.856 0.0755
H 7.176 -0.743 0.432 0.1168
H 5.285 -1.879 0.096 0.1100
H 4.386 -0.473 1.045 0.1128
H 5.477 0.336 -1.689 0.1190
H 4.174 -0.946 -1.877 0.0909
H 3.579 1.745 -1.691 0.1032
H 3.885 1.647 0.114 0.1103
H 1.806 0.407 0.455 0.1179
H 1.964 -0.526 -1.134 0.1025
H 1.669 2.624 -1.299 0.1398
H 0.994 2.165 -3.675 0.1189
H 2.269 0.891 -3.261 0.1214
H -0.782 0.240 -3.934 0.1351
H 0.423 2.104 0.926 0.1512
H -2.281 0.017 -0.830 0.1076
H -1.500 -0.511 2.536 0.1011
H -1.148 2.948 2.424 0.1066
H -2.718 2.593 2.124 0.0634
H 0.433 4.027 -0.204 0.1093
H -0.957 4.699 -1.163 0.0919
H -0.138 6.446 0.341 0.1406
H -0.269 5.172 3.148 0.0849
H 0.993 4.447 1.930 0.0710
H 1.014 6.291 2.304 0.0845
H -4.480 3.684 1.593 0.1191
H -5.749 3.964 0.308 0.0914
H -3.828 0.837 2.198 0.0675
H -5.071 -1.508 2.615 0.0952
H -8.133 -2.452 2.741 0.0422
H -6.868 -3.313 1.741 0.0827
H -8.480 -2.706 0.954 0.0398
H -8.692 -0.104 0.133 0.0667
H -7.480 2.286 -0.291 0.0922
C 1.450 -3.456 -5.719 -0.1178
C 1.165 -2.920 -7.118 -0.2682
C 2.267 -3.264 -8.123 -0.1840
C 3.570 -2.662 -7.679 -0.2017
N 4.595 -2.188 -7.329 0.1359
H 2.357 -3.016 -5.295 0.0681
H 0.626 -3.211 -5.044 0.0625
H 1.568 -4.544 -5.732 0.0799
H 1.040 -1.834 -7.063 0.1107
H 0.217 -3.336 -7.471 0.1094
H 2.011 -2.871 -9.110 0.1131
H 2.384 -4.348 -8.209 0.1179
C 5.099 2.459 7.610 -0.1253
C 4.169 1.526 8.378 -0.2733
C 3.764 0.293 7.568 -0.1995
C 3.035 0.721 6.323 -0.2260
N 2.462 1.064 5.348 0.1262
H 4.626 2.867 6.713 0.0501
H 5.385 3.307 8.239 0.0654
H 6.011 1.936 7.308 0.0799
H 3.276 2.083 8.678 0.1100
H 4.669 1.202 9.296 0.1070
H 3.111 -0.351 8.162 0.1135
H 4.646 -0.288 7.285 0.0980
C -12.283 -0.482 -2.054 -0.1113
C -11.383 -1.652 -2.437 -0.2696
C -11.372 -2.763 -1.384 -0.1764
C -10.861 -2.225 -0.078 -0.1796
N -10.459 -1.798 0.949 0.1538
H -11.940 0.009 -1.140 0.0706
H -12.282 0.272 -2.846 0.0746
H -13.314 -0.814 -1.901 0.0777
H -10.365 -1.281 -2.594 0.1122
H -11.725 -2.067 -3.390 0.1090
H -10.725 -3.583 -1.709 0.1149
H -12.379 -3.164 -1.237 0.1176
C 9.643 -3.557 -9.139 -0.1156
C 8.511 -2.680 -9.664 -0.2727
C 7.153 -3.385 -9.641 -0.2002
C 7.199 -4.610 -10.510 -0.2130
N 7.235 -5.574 -11.194 0.1202
H 9.784 -4.447 -9.758 0.0689
H 10.586 -3.005 -9.146 0.0710
H 9.446 -3.880 -8.112 0.0782
H 8.750 -2.367 -10.685 0.1104
H 8.452 -1.774 -9.055 0.1091
H 6.375 -2.713 -10.012 0.1063
H 6.889 -3.678 -8.622 0.1050
C 8.389 6.404 6.781 -0.1133
C 7.263 7.268 6.224 -0.2722
C 5.908 6.557 6.231 -0.1826
C 5.975 5.321 5.380 -0.1890
N 6.032 4.343 4.695 0.1499
H 8.546 5.506 6.177 0.0706
H 9.330 6.960 6.784 0.0729
H 8.174 6.094 7.809 0.0766
H 7.519 7.568 5.203 0.1123
H 7.189 8.183 6.819 0.1083
H 5.134 7.220 5.836 0.1146
H 5.627 6.276 7.249 0.1138
C 6.737 -4.892 4.919 -0.1115
C 5.920 -4.631 3.658 -0.2666
C 5.503 -3.166 3.512 -0.1800
C 4.652 -2.754 4.678 -0.1794
N 3.981 -2.431 5.594 0.1479
H 6.162 -4.677 5.824 0.0691
H 7.036 -5.943 4.967 0.0715
H 7.643 -4.279 4.933 0.0794
H 5.030 -5.270 3.674 0.1085
H 6.510 -4.923 2.785 0.1099
H 4.933 -3.028 2.589 0.1017
H 6.383 -2.519 3.467 0.0868
C -4.147 4.305 -5.243 -0.1368
C -4.968 4.560 -6.502 -0.2720
C -5.381 6.026 -6.655 -0.1881
C -6.227 6.444 -5.486 -0.2083
N -6.892 6.773 -4.566 0.1324
H -4.718 4.526 -4.337 0.0099
H -3.851 3.254 -5.189 0.0675
H -3.239 4.915 -5.236 0.0771
H -5.859 3.925 -6.480 0.1123
H -4.382 4.262 -7.376 0.1064
H -5.954 6.161 -7.576 0.1116
H -4.499 6.670 -6.707 0.1156
C -10.707 -5.147 6.082 -0.1144
C -11.003 -4.633 4.677 -0.2697
C -9.901 -4.975 3.672 -0.1776
C -8.605 -4.352 4.103 -0.2073
N -7.573 -3.861 4.455 0.1438
H -9.805 -4.690 6.496 0.0708
H -11.532 -4.905 6.756 0.0725
H -10.574 -6.233 6.082 0.0765
H -11.142 -3.548 4.718 0.1143
H -11.947 -5.065 4.332 0.1077
H -10.165 -4.598 2.681 0.1034
H -9.770 -6.059 3.600 0.1176
C 2.700 -5.233 0.118 -0.1097
C 2.174 -3.879 -0.347 -0.2615
C 2.377 -3.643 -1.846 -0.1829
C 3.842 -3.682 -2.174 -0.2187
N 4.997 -3.697 -2.425 0.1390
H 3.780 -5.319 -0.031 0.0677
H 2.508 -5.369 1.185 0.0713
H 2.212 -6.049 -0.423 0.0776
H 2.675 -3.089 0.223 0.0989
H 1.107 -3.814 -0.118 0.1150
H 1.971 -2.666 -2.129 0.0717
H 1.858 -4.409 -2.429 0.1181
```

Computed properties:
* lowest unoccupied orbital energy: 0.23 eV
* HOMO energy: -8.04 eV

---

no.,calculated total energy (eV),strongest force on any atom (hartree/bohr)
1,-9910.3313,0.0971
2,-44123.6161,0.0099
3,-115472.9823,0.1022